1.
C5H10O | ωB97M-V with the def2-TZVPD basis set

Last column: Mulliken charge in e.
Positions of all 16 atoms, in Å:
O -0.73415 1.62209 0.72816  -0.41
C -0.14673 -1.38239 -1.30087  -1.57
C -1.25358 0.52394 -0.00305  -0.58
C -0.20913 -0.61008 0.01736  0.59
C 1.08827 0.13526 0.38594  -0.70
C 0.58806 1.35309 1.16409  -0.42
H 1.20244 2.24464 0.99116  0.28
H 0.58931 1.14033 2.24064  0.26
H -1.45728 0.85105 -1.03357  0.29
H -0.46011 -1.31218 0.82305  0.26
H 0.08426 -0.70913 -2.13618  0.39
H 1.62631 0.42528 -0.52459  0.28
H 1.76476 -0.45804 1.00643  0.34
H -1.10113 -1.87295 -1.52797  0.37
H 0.62374 -2.16081 -1.27612  0.36
H -2.20503 0.20989 0.44553  0.26

Its multiplicity is 1. The calculation puts the HOMO-LUMO gap at 10.6 eV. Its SMILES is C[C@H]1CCOC1. Its energy relative to the best compared isomer or geometry (same formula, charge and spin) is 11.08 kcal/mol.

---

2.
C5H10O | ωB97M-V with the def2-TZVPD basis set

Last column: Mulliken charge in e.
Positions of all 16 atoms, in Å:
O 1.43959 0.56619 0.61806  -0.30
C 0.48302 0.88667 -0.17597  -0.02
C 2.15400 -0.57412 0.21058  -0.82
C -0.86310 1.30720 0.29830  -0.52
C -0.58484 -1.08205 -0.02546  -0.76
C -1.58725 0.07621 -0.27982  -0.55
H -1.72351 0.22594 -1.35846  0.28
H 0.67215 0.81764 -1.24992  0.42
H -1.21560 2.27315 -0.07924  0.28
H -2.58629 -0.09466 0.14602  0.32
H -0.65116 -1.35664 1.03724  0.27
H 0.72235 -1.14454 -0.05950  0.33
H 2.54561 -0.46463 -0.80860  0.25
H -0.88333 1.30579 1.39210  0.28
H -0.85188 -1.96841 -0.61302  0.33
H 2.93023 -0.77374 0.94769  0.21

Its multiplicity is 1. The calculation puts the HOMO-LUMO gap (alpha / beta) at 8.1 / 8.1 eV. Its energy relative to the best compared isomer or geometry (same formula, charge and spin) is 116.39 kcal/mol.

---

3.
C5H10O | ωB97M-V with the def2-TZVPD basis set

Last column: Mulliken charge in e.
Positions of all 16 atoms, in Å:
O 1.46590 1.44742 -0.66239  -0.50
C 0.40825 -1.79643 0.84894  -1.39
C -0.91453 0.26814 0.49994  -0.33
C -1.52527 1.31198 -0.39193  -1.07
C 0.19373 -0.43718 0.23615  0.82
C 1.22097 0.05478 -0.76609  -0.70
H 1.40739 -1.97246 1.26419  0.35
H -0.33884 -1.99492 1.62304  0.36
H 0.25756 -2.55627 0.06835  0.28
H -1.52387 -0.04485 1.35083  0.30
H 0.90853 -0.11364 -1.80464  0.29
H -0.94951 1.46127 -1.30628  0.30
H -2.51018 0.92277 -0.68096  0.32
H 1.43151 1.66364 0.27980  0.35
H -1.68750 2.29498 0.06228  0.29
H 2.15586 -0.50923 -0.62123  0.33

Its multiplicity is 1. The calculation puts the HOMO-LUMO gap at 10.0 eV. Its SMILES is C/C=C(/C)CO. Its energy relative to the best compared isomer or geometry (same formula, charge and spin) is 23.87 kcal/mol.

---

4.
C5H10O | ωB97M-V with the def2-TZVPD basis set

Last column: Mulliken charge in e.
Positions of all 16 atoms, in Å:
O -1.33631 -0.22691 2.39847  -0.66
C -0.63365 -0.18505 -0.70568  -0.33
C 1.12251 0.57768 0.31739  -0.48
C 0.37734 -0.92948 -1.51860  -0.62
C -0.11728 1.21574 -0.37377  -0.57
C 0.59411 -0.81045 -0.04352  -0.37
H 1.11260 0.75635 1.39523  0.28
H 0.66939 -1.69375 0.58646  0.46
H 0.06060 -1.91196 -1.85905  0.26
H 0.07076 1.86570 -1.23561  0.31
H 1.02380 -0.39508 -2.21442  0.20
H 2.10725 0.83558 -0.08735  0.31
H -0.98982 -0.69366 1.62658  0.32
H -1.90074 0.45358 2.01425  0.32
H -1.67398 -0.49996 -0.67308  0.36
H -0.74679 1.75573 0.33932  0.21

Its multiplicity is 1. The calculation puts the HOMO-LUMO gap at 11.0 eV. Its SMILES is C1C[C@H]2C[C@@H]12.O. Its energy relative to the best compared isomer or geometry (same formula, charge and spin) is 41.87 kcal/mol.

---

5.
C5H10O | ωB97M-V with the def2-TZVPD basis set

Last column: Mulliken charge in e.
Positions of all 16 atoms, in Å:
O 1.11407 0.94259 -0.88222  -0.32
C 0.30241 0.06222 0.58326  0.61
C 0.45380 -1.41779 0.42630  -1.43
C -0.39223 0.88912 -0.50440  0.03
C -1.39218 0.21301 -1.22128  -1.09
C 1.57600 0.85063 0.46328  -0.45
H 1.61792 1.81800 0.97720  0.25
H -0.66364 1.89150 -0.16371  0.27
H -2.23711 0.76043 -1.62320  0.28
H 0.93989 -1.83024 1.31699  0.36
H -1.19669 -0.76888 -1.64194  0.27
H -1.35956 -0.06936 1.29339  0.13
H -0.51305 -1.90467 0.27720  0.36
H 1.09114 -1.63906 -0.44169  0.38
H 2.51939 0.30406 0.52661  0.28
H -1.86016 -0.10154 0.61420  0.08

Its multiplicity is 1. The calculation puts the HOMO-LUMO gap (alpha / beta) at 7.6 / 7.4 eV. Its energy relative to the best compared isomer or geometry (same formula, charge and spin) is 154.42 kcal/mol.

---

6.
C5H10O | ωB97M-V with the def2-TZVPD basis set

Last column: Mulliken charge in e.
Positions of all 16 atoms, in Å:
O -1.40415 -0.50201 0.50365  -0.53
C 1.44076 0.03129 0.43644  -1.37
C 0.06931 -0.49311 -0.07648  0.89
C 0.11561 -1.90551 -0.58569  -1.40
C -0.91415 1.80793 0.32760  -1.42
C -0.96980 0.47847 -0.38930  0.33
H 1.54028 -0.01993 1.51559  0.31
H 0.16251 -2.51140 0.33004  0.28
H -0.82567 -2.13745 -1.07976  0.35
H -0.19143 2.47045 -0.14826  0.34
H -0.66518 1.68393 1.39283  0.33
H -1.31569 0.51935 -1.41808  0.37
H -1.91380 2.24681 0.28226  0.37
H 1.63119 1.06819 0.10892  0.32
H 2.25761 -0.57046 -0.00303  0.39
H 0.98261 -2.16655 -1.19673  0.42

Its multiplicity is 1. The calculation puts the HOMO-LUMO gap at 10.7 eV. Its SMILES is C[C@@H]1OC1(C)C. Its energy relative to the best compared isomer or geometry (same formula, charge and spin) is 47.70 kcal/mol.

---

7.
C5H10O | ωB97M-V with the def2-TZVPD basis set

Last column: Mulliken charge in e.
Positions of all 16 atoms, in Å:
O -1.97771 -0.70974 0.38526  -0.57
C -0.09258 -1.09942 1.75832  -1.32
C 1.48382 0.70839 -0.08989  -1.41
C -0.63555 -0.44398 0.51773  0.78
C 0.07648 0.25162 -0.37991  0.60
C -0.45209 0.60519 -1.74772  -1.37
H -0.54843 1.68636 -1.90881  0.32
H 0.24801 0.23406 -2.50876  0.31
H 1.72503 0.65098 0.97544  0.33
H -0.75321 -1.93031 2.02195  0.38
H 0.90991 -1.50187 1.58805  0.35
H -1.41732 0.13814 -1.97328  0.35
H -2.35527 -0.06743 -0.22808  0.30
H 1.59715 1.76058 -0.38468  0.36
H 2.24247 0.14026 -0.64489  0.30
H -0.05071 -0.42284 2.61928  0.29

Its multiplicity is 1. The calculation puts the HOMO-LUMO gap at 9.0 eV. Its SMILES is CC(C)=C(C)O. Its energy relative to the best compared isomer or geometry (same formula, charge and spin) is 13.60 kcal/mol.

---

8.
C5H10O | ωB97M-V with the def2-TZVPD basis set

Last column: Mulliken charge in e.
Positions of all 16 atoms, in Å:
O 1.76370 0.20831 1.55779  -0.51
C -1.65188 0.35676 -0.46497  -0.49
C 0.34208 -0.43019 -0.35730  -0.21
C -0.97069 -0.72185 0.41202  -0.50
C 1.71268 -0.42400 0.29269  -0.58
C -0.24886 0.94108 -0.73077  -0.55
H 0.00708 1.68065 0.04044  0.21
H -0.90817 -0.39407 1.45739  0.18
H -2.08373 -0.08083 -1.37162  0.24
H 0.38695 -1.07274 -1.24475  0.36
H 2.38418 0.09825 -0.40977  0.27
H 0.01250 1.35480 -1.71012  0.34
H -2.39877 1.00543 0.00261  0.32
H 0.92632 0.66326 1.71589  0.30
H 2.09675 -1.44418 0.41491  0.32
H -1.37015 -1.74066 0.39555  0.32

Its multiplicity is 1. The calculation puts the HOMO-LUMO gap at 11.2 eV. Its SMILES is OCC1CCC1. Its energy relative to the best compared isomer or geometry (same formula, charge and spin) is 26.26 kcal/mol.

---

9.
C5H10O | ωB97M-V with the def2-TZVPD basis set

Last column: Mulliken charge in e.
Positions of all 16 atoms, in Å:
O 0.64563 -1.15010 -0.81716  -0.51
C -0.58287 0.08271 0.70776  0.33
C -1.08717 -1.27428 0.62244  -0.59
C -1.44533 0.37558 -0.44079  -1.25
C 0.86947 -0.17441 0.21619  0.04
C 1.65329 1.02352 -0.28057  -1.35
H -2.51599 0.46857 -0.38528  0.31
H 1.11671 1.54592 -1.08171  0.25
H -1.15112 1.13624 -1.15666  0.29
H 2.62936 0.70959 -0.66648  0.36
H -0.66773 0.62515 1.64446  0.45
H -0.07840 -0.65980 -1.34524  0.44
H -2.10262 -1.58375 0.54543  0.29
H -0.52787 -2.16141 0.89002  0.24
H 1.81805 1.73039 0.54075  0.35
H 1.42658 -0.69392 1.00686  0.35

Its multiplicity is 1. The calculation puts the HOMO-LUMO gap (alpha / beta) at 8.1 / 8.5 eV. Its energy relative to the best compared isomer or geometry (same formula, charge and spin) is 114.36 kcal/mol.

---

10.
C5H10O | ωB97M-V with the def2-TZVPD basis set

Last column: Mulliken charge in e.
Positions of all 16 atoms, in Å:
O -2.21570 -1.26705 -0.45333  -0.58
C 1.09334 0.05115 0.51346  -0.45
C -0.17551 -0.73725 0.79956  -0.47
C -1.45330 -0.41886 0.00678  0.62
C 1.72451 -0.33029 -0.84472  -1.07
C -1.75147 1.02951 -0.17346  -1.11
H 2.17479 -1.38162 -0.86615  0.32
H 2.50856 0.45692 -1.13145  0.29
H -0.42681 -0.67854 1.90939  0.30
H 0.07420 -1.77834 0.51422  0.27
H 0.94612 -0.23891 -1.57146  0.31
H 1.84126 -0.26993 1.25686  0.30
H -1.63234 1.61444 0.77149  0.33
H 1.02910 1.17407 0.62650  0.32
H -0.98308 1.50482 -0.79198  0.28
H -2.75365 1.26989 -0.56571  0.33

Its multiplicity is 1. The calculation puts the HOMO-LUMO gap at 10.5 eV. Its SMILES is CCCC(C)=O. Its energy relative to the best compared isomer or geometry (same formula, charge and spin) is 11.88 kcal/mol.

---

11.
C5H10O | ωB97M-V with the def2-TZVPD basis set

Last column: Mulliken charge in e.
Positions of all 16 atoms, in Å:
O 2.76131 1.47234 0.13385  -0.47
C 2.69680 0.27648 -0.03218  -0.02
C -2.38616 0.33432 -0.08798  -1.26
C -1.11469 -0.50768 -0.01416  -0.36
C 1.41974 -0.52500 0.04279  -0.58
C 0.15954 0.33517 0.01128  -0.46
H 3.61466 -0.31247 -0.25502  0.34
H -1.14670 -1.14603 0.87948  0.31
H -2.46922 1.00094 0.77803  0.31
H -1.07805 -1.18844 -0.87606  0.31
H -3.28148 -0.29622 -0.11229  0.37
H 1.46032 -1.12544 0.96731  0.28
H 0.19078 0.98366 -0.87404  0.33
H -2.39231 0.95805 -0.98957  0.31
H 1.42328 -1.25250 -0.78247  0.32
H 0.15084 1.01179 0.87475  0.29

Its multiplicity is 1. The calculation puts the HOMO-LUMO gap at 10.9 eV. Its SMILES is CCCCC=O. Its energy relative to the best compared isomer or geometry (same formula, charge and spin) is 7.89 kcal/mol.

---

12.
C5H10O | ωB97M-V with the def2-TZVPD basis set

Last column: Mulliken charge in e.
Positions of all 16 atoms, in Å:
O 1.54210 -0.03426 1.07272  -0.48
C -1.04691 -1.03194 -0.77423  -0.41
C -1.68392 -0.94460 0.61220  -0.41
C -1.21327 0.25396 -0.08901  0.01
C -1.07085 1.56885 -0.10481  -0.62
C 2.40519 0.06791 -0.03374  -0.52
H -1.08513 -1.32261 1.43799  0.22
H 2.61205 1.10949 -0.31897  0.25
H 3.35120 -0.40008 0.24813  0.24
H -1.68027 -1.24261 -1.63294  0.26
H -1.40431 2.18373 0.72797  0.28
H -2.75608 -1.09872 0.71111  0.24
H -0.05361 -1.47365 -0.81665  0.18
H -0.62421 2.07840 -0.95570  0.27
H 2.01966 -0.45112 -0.92548  0.21
H 0.78032 0.53808 0.89670  0.28

Its multiplicity is 1. The calculation puts the HOMO-LUMO gap at 11.0 eV. Its SMILES is C=C1CC1.CO. Its energy relative to the best compared isomer or geometry (same formula, charge and spin) is 58.86 kcal/mol.

---

Strongest force on any atom, record by record: 0.33 0.39 0.35 0.30 0.36 1.71 0.41 0.39 2.28 1.90 0.60 0.50 eV/A